# 1
The following is a quantum chemistry calculation of a single C3H2N4 molecule at a distorted geometry, from OMol25.

Calculated values
Expectation value of S² ... 2.012
HOMO (spin up / spin down) ... -0.203 / -0.386 Eh
E ... -9094.7158 eV
LUMO energy (spin up / spin down) ... 0.540 / -4.454 eV
ΔE to the lowest compared entry with this formula, charge and spin ... 42.1 kcal per mole
Multiplicity ... 3
Orbital gap (spin up / spin down) ... 0.2233 / 0.2220 Eh

Element x y z (Å)
1 C -0.432 -1.440 -1.882
2 C -0.114 -0.735 -0.967
3 C -0.555 0.713 0.945
4 N 0.215 1.354 1.777
5 N 1.466 1.089 1.409
6 N 1.512 0.329 0.409
7 N 0.240 0.049 0.058
8 H -0.708 -2.053 -2.685
9 H -1.624 0.694 0.936

Charges in e, computed with Löwdin, in the same order as the atoms: atom 1 (C): 0.223, atom 2 (C): -0.028, atom 3 (C): -0.185, atom 4 (N): 0.011, atom 5 (N): -0.059, atom 6 (N): -0.019, atom 7 (N): -0.092, atom 8 (H): 0.043, atom 9 (H): 0.106



# 2
The following is a quantum chemistry calculation of a molecular structure, C17H19Cl2N5O6S5Ti at a distorted geometry, from OMol25.

Calculated values
Expectation value of S² ... 0.753
HOMO (spin up / spin down) ... -0.149 / -0.149 Eh
E ... -140019.1445 eV
LUMO energy (spin up / spin down) ... 1.844 / 1.849 eV
ΔE to the lowest compared entry with this formula, charge and spin ... 14.6 kcal per mole
Total charge ... -1
Multiplicity ... 2
Orbital gap (spin up / spin down) ... 0.2169 / 0.2174 Eh

Element x y z (Å)
1 Ti 0.421 0.746 -0.784
2 O 3.611 3.320 -1.071
3 C 2.801 2.468 -0.741
4 O 1.532 2.463 -0.944
5 C 3.247 1.269 0.083
6 C 4.504 1.036 0.609
7 C 4.681 -0.087 1.409
8 C 3.603 -0.917 1.700
9 C 2.379 -0.595 1.146
10 N 2.239 0.454 0.347
11 C 1.048 -1.270 1.389
12 O 0.939 -2.194 2.206
13 O 0.100 -0.732 0.734
14 H 5.307 1.724 0.384
15 H 5.657 -0.306 1.823
16 H 3.691 -1.782 2.341
17 S 1.929 -5.990 -3.542
18 C 1.395 -4.458 -3.204
19 S -0.212 -4.085 -2.710
20 C -0.036 -2.353 -2.497
21 C 1.197 -1.869 -2.765
22 S 1.717 -0.204 -2.655
23 S 2.384 -3.054 -3.267
24 S -1.408 -1.419 -1.986
25 N -0.801 1.842 0.859
26 C -2.109 1.347 0.404
27 C -3.291 1.626 1.309
28 C -3.403 0.579 2.420
29 C -3.937 -0.803 2.009
30 N -3.116 -1.641 1.132
31 C -2.037 -2.346 1.502
32 N -1.568 -2.314 2.767
33 N -1.460 -3.147 0.623
34 C -2.241 1.793 -1.066
35 O -3.299 2.192 -1.515
36 O -1.121 1.659 -1.686
37 H -0.610 1.599 1.824
38 H -0.718 2.847 0.744
39 H -1.984 0.264 0.352
40 H -4.190 1.648 0.688
41 H -3.198 2.621 1.754
42 H -4.086 0.940 3.194
43 H -2.428 0.467 2.910
44 H -4.887 -0.669 1.492
45 H -4.165 -1.383 2.909
46 H -3.327 -1.672 0.144
47 H -1.921 -1.589 3.367
48 H -0.555 -2.451 2.808
49 H -1.524 -2.811 -0.367
50 H -0.537 -3.469 0.889
51 Cl 2.356 5.688 -4.474
52 C 2.058 4.045 -3.839
53 Cl 0.357 3.603 -3.889
54 H 2.401 4.016 -2.811
55 H 2.613 3.354 -4.462

Charges in e, computed with Löwdin, in the same order as the atoms: atom 1 (Ti): 0.849, atom 2 (O): 0.056, atom 3 (C): -0.587, atom 4 (O): -0.152, atom 5 (C): -0.165, atom 6 (C): 0.029, atom 7 (C): -0.030, atom 8 (C): 0.022, atom 9 (C): -0.147, atom 10 (N): 0.041, atom 11 (C): -0.521, atom 12 (O): 0.009, atom 13 (O): -0.135, atom 14 (H): 0.122, atom 15 (H): 0.108, atom 16 (H): 0.119, atom 17 (S): 0.433, atom 18 (C): -1.542, atom 19 (S): 0.869, atom 20 (C): -1.151, atom 21 (C): -1.129, atom 22 (S): 0.587, atom 23 (S): 0.877, atom 24 (S): 0.582, atom 25 (N): 0.037, atom 26 (C): -0.318, atom 27 (C): -0.138, atom 28 (C): -0.181, atom 29 (C): -0.160, atom 30 (N): 0.088, atom 31 (C): -0.467, atom 32 (N): 0.196, atom 33 (N): 0.177, atom 34 (C): -0.616, atom 35 (O): 0.066, atom 36 (O): -0.201, atom 37 (H): 0.101, atom 38 (H): 0.119, atom 39 (H): 0.086, atom 40 (H): 0.118, atom 41 (H): 0.121, atom 42 (H): 0.111, atom 43 (H): 0.098, atom 44 (H): 0.127, atom 45 (H): 0.117, atom 46 (H): 0.125, atom 47 (H): 0.091, atom 48 (H): 0.056, atom 49 (H): -0.024, atom 50 (H): 0.114, atom 51 (Cl): 0.458, atom 52 (C): -1.012, atom 53 (Cl): 0.555, atom 54 (H): -0.015, atom 55 (H): 0.028



# 3
The following is a quantum chemistry calculation of 10 unconnected molecules or ions with the total composition C18H41F3N3O21S at a distorted geometry, from OMol25.

Calculated values
HOMO ... -0.079 Eh
E ... -85788.6956 eV
LUMO energy ... 3.508 eV
Total charge ... -3
Orbital gap ... 0.2079 Eh

Element x y z (Å)
1 C 3.092 5.728 -1.618
2 C 4.111 5.349 -0.582
3 C 4.494 3.885 -0.372
4 O 3.340 3.049 -0.294
5 C 3.696 1.748 -0.049
6 N 5.332 6.130 -0.692
7 H 0.701 -7.042 -1.105
8 H 5.297 6.853 -1.418
9 H 5.701 6.514 0.153
10 H 3.595 6.075 -2.507
11 H 2.326 6.521 -1.487
12 H 2.521 4.804 -2.009
13 H 3.655 5.595 0.415
14 H 4.968 3.792 0.587
15 H 5.105 3.492 -1.141
16 H 2.776 1.328 0.289
17 H 4.403 1.640 0.746
18 H 4.039 1.244 -1.023
19 C 1.962 -1.820 1.170
20 C 1.217 -2.532 2.303
21 C -0.039 -3.256 1.719
22 O -0.957 -3.755 2.791
23 C -1.211 -2.987 3.973
24 N 2.106 -3.484 3.034
25 H 3.177 -3.065 4.299
26 H 1.600 -4.220 3.522
27 H 2.444 -4.100 2.294
28 H 2.477 -2.501 0.486
29 H 2.718 -1.172 1.558
30 H 1.141 -1.229 0.744
31 H 0.928 -1.874 3.098
32 H 0.360 -4.067 1.085
33 H -0.554 -2.574 1.000
34 H -1.526 -3.700 4.764
35 H -1.961 -2.215 3.873
36 H -0.215 -2.555 4.252
37 C -3.171 6.560 -1.836
38 C -2.532 5.677 -2.879
39 C -3.200 4.225 -3.099
40 O -4.291 4.370 -3.997
41 C -5.565 4.022 -3.423
42 N -2.406 6.393 -4.167
43 H -1.680 5.994 -4.713
44 H -3.197 6.254 -4.755
45 H -2.337 -9.120 -1.706
46 H -4.262 6.681 -1.924
47 H -2.724 7.557 -1.958
48 H -2.988 6.191 -0.814
49 H -1.478 5.494 -2.556
50 H -3.587 3.873 -2.140
51 H -2.506 3.454 -3.453
52 H -5.749 4.628 -2.489
53 H -5.560 2.934 -3.213
54 H -6.356 4.262 -4.183
55 O -4.618 -8.622 -8.227
56 C -3.867 -7.419 -8.648
57 O -4.713 -6.520 -9.041
58 O -2.646 -7.516 -8.710
59 H -5.233 -8.776 -8.908
60 O 2.278 -8.083 1.041
61 C 1.844 -7.114 0.388
62 O 1.599 -5.911 0.714
63 O 1.529 -7.508 -0.861
64 H 2.430 -7.790 2.018
65 O -2.824 -8.502 -1.111
66 C 2.777 4.933 -5.618
67 O 3.607 4.100 -5.914
68 O 2.071 5.806 -5.321
69 H -3.760 -8.564 -1.249
70 O 2.005 -4.337 5.819
71 C 3.051 -3.485 6.181
72 O 3.632 -2.843 5.217
73 O 3.152 -3.316 7.387
74 H 1.656 -4.886 6.477
75 O 3.546 -7.772 5.195
76 C 3.230 -8.137 3.908
77 O 2.624 -7.250 3.279
78 O 3.748 -9.181 3.468
79 H 3.238 -6.846 5.382
80 C -4.907 5.338 2.507
81 F -5.797 4.623 1.735
82 F -3.731 5.138 1.981
83 F -5.222 6.722 2.358
84 S -4.952 4.761 4.339
85 O -4.243 3.482 4.097
86 O -4.305 5.823 5.108
87 O -6.432 4.601 4.453

Charges in e, computed with Löwdin, in the same order as the atoms: atom 1 (C): -0.065, atom 2 (C): -0.438, atom 3 (C): -0.195, atom 4 (O): -0.191, atom 5 (C): -0.144, atom 6 (N): 0.026, atom 7 (H): 0.128, atom 8 (H): 0.070, atom 9 (H): 0.059, atom 10 (H): 0.046, atom 11 (H): 0.089, atom 12 (H): 0.107, atom 13 (H): 0.146, atom 14 (H): 0.115, atom 15 (H): 0.109, atom 16 (H): 0.074, atom 17 (H): 0.077, atom 18 (H): 0.121, atom 19 (C): -0.050, atom 20 (C): -0.401, atom 21 (C): -0.120, atom 22 (O): -0.201, atom 23 (C): -0.104, atom 24 (N): 0.054, atom 25 (H): 0.105, atom 26 (H): 0.083, atom 27 (H): 0.083, atom 28 (H): 0.089, atom 29 (H): 0.056, atom 30 (H): 0.081, atom 31 (H): 0.102, atom 32 (H): 0.100, atom 33 (H): 0.120, atom 34 (H): 0.092, atom 35 (H): 0.075, atom 36 (H): 0.071, atom 37 (C): -0.078, atom 38 (C): -0.396, atom 39 (C): -0.174, atom 40 (O): -0.236, atom 41 (C): -0.096, atom 42 (N): 0.029, atom 43 (H): 0.045, atom 44 (H): 0.046, atom 45 (H): 0.056, atom 46 (H): 0.076, atom 47 (H): 0.073, atom 48 (H): 0.078, atom 49 (H): 0.134, atom 50 (H): 0.110, atom 51 (H): 0.116, atom 52 (H): 0.095, atom 53 (H): 0.090, atom 54 (H): 0.092, atom 55 (O): -0.066, atom 56 (C): -0.759, atom 57 (O): -0.148, atom 58 (O): -0.041, atom 59 (H): 0.015, atom 60 (O): 0.171, atom 61 (C): -0.678, atom 62 (O): 0.001, atom 63 (O): 0.088, atom 64 (H): 0.029, atom 65 (O): -0.068, atom 66 (C): -0.359, atom 67 (O): 0.147, atom 68 (O): 0.201, atom 69 (H): 0.012, atom 70 (O): 0.075, atom 71 (C): -0.636, atom 72 (O): 0.115, atom 73 (O): 0.059, atom 74 (H): 0.083, atom 75 (O): 0.032, atom 76 (C): -0.789, atom 77 (O): 0.000, atom 78 (O): -0.008, atom 79 (H): 0.098, atom 80 (C): -0.594, atom 81 (F): 0.061, atom 82 (F): 0.118, atom 83 (F): 0.012, atom 84 (S): 0.516, atom 85 (O): -0.368, atom 86 (O): -0.357, atom 87 (O): -0.387



# 4
The following is a quantum chemistry calculation of a single C7H11NO2S molecule at a distorted geometry, from OMol25.

Calculated values
HOMO (spin up / spin down) ... -0.350 / -0.341 Eh
E ... -23853.4171 eV
LUMO energy (spin up / spin down) ... -1.969 / -2.137 eV
ΔE to the lowest compared entry with this formula, charge and spin ... 80.7 kcal per mole
Orbital gap (spin up / spin down) ... 0.2780 / 0.2628 Eh

Element x y z (Å)
1 C 1.422 -0.160 -1.024
2 C 0.301 1.681 0.541
3 C 0.418 0.242 0.105
4 C 1.152 2.679 -0.183
5 C -0.419 -1.106 1.992
6 C -0.469 -2.118 -0.274
7 C -0.534 -0.836 0.514
8 N 0.693 0.119 -2.046
9 O 2.633 -0.329 -0.933
10 O -0.382 1.902 1.533
11 S -2.271 -0.078 -0.056
12 H 0.568 3.236 -0.977
13 H 2.029 2.133 -0.447
14 H 1.232 3.465 0.541
15 H 0.637 -1.121 2.249
16 H -0.859 -2.066 2.276
17 H -1.055 -0.461 2.659
18 H 0.452 -2.216 -0.818
19 H -0.515 -3.015 0.382
20 H -1.455 -2.237 -0.809
21 H -0.332 -0.078 -2.010
22 H -2.158 0.784 0.801

Charges in e, computed with Löwdin, in the same order as the atoms: atom 1 (C): -0.665, atom 2 (C): -0.396, atom 3 (C): 0.000, atom 4 (C): 0.018, atom 5 (C): -0.069, atom 6 (C): -0.108, atom 7 (C): -0.692, atom 8 (N): 0.270, atom 9 (O): 0.061, atom 10 (O): 0.070, atom 11 (S): 0.839, atom 12 (H): 0.128, atom 13 (H): 0.075, atom 14 (H): 0.083, atom 15 (H): 0.105, atom 16 (H): 0.084, atom 17 (H): 0.102, atom 18 (H): 0.077, atom 19 (H): 0.095, atom 20 (H): 0.073, atom 21 (H): 0.082, atom 22 (H): -0.233



# 5
The following is a quantum chemistry calculation of 3 unconnected molecules or ions with the total composition C23H29F16N2O4S at a distorted geometry, from OMol25.

Calculated values
HOMO ... -0.439 Eh
E ... -89800.0556 eV
LUMO energy ... -2.783 eV
Total charge ... +1
Orbital gap ... 0.3369 Eh

Element x y z (Å)
1 C 1.064 -2.892 6.039
2 C 0.289 -2.864 4.747
3 C -0.114 -4.042 4.117
4 C -0.821 -3.994 2.924
5 C -1.145 -2.761 2.368
6 C -0.767 -1.565 2.983
7 C -1.169 -0.268 2.335
8 C -1.672 0.836 3.266
9 C -2.488 0.453 4.504
10 N -3.948 0.643 4.301
11 C -4.275 0.156 2.963
12 S -6.031 -0.204 2.735
13 C -6.111 -1.951 2.992
14 O -6.711 0.425 3.830
15 O -6.405 0.145 1.399
16 C -3.819 1.195 1.972
17 N -2.524 1.781 2.441
18 C -0.047 -1.635 4.173
19 H 2.123 -3.039 5.872
20 H 0.885 -1.969 6.577
21 H 0.672 -3.683 6.669
22 H 0.115 -5.002 4.551
23 H -1.141 -4.887 2.418
24 H -1.695 -2.725 1.439
25 H -1.868 -0.491 1.536
26 H -0.290 0.130 1.826
27 H -0.834 1.439 3.589
28 H -2.202 1.121 5.311
29 H -2.281 -0.555 4.846
30 H -4.424 0.061 4.978
31 H -3.742 -0.787 2.793
32 H -5.380 -2.439 2.356
33 H -5.832 -2.149 4.020
34 H -7.116 -2.286 2.781
35 H -3.699 0.760 0.989
36 H -4.541 1.997 1.879
37 H -2.753 2.561 3.058
38 H -1.995 2.157 1.655
39 H 0.257 -0.728 4.679
40 C -0.203 1.277 -3.659
41 C 0.419 0.506 -2.488
42 C -0.511 -0.376 -1.657
43 F -1.506 0.347 -1.085
44 F 0.191 -0.927 -0.637
45 F 1.086 1.357 -1.681
46 F 1.339 -0.356 -3.013
47 O -0.559 2.627 -3.421
48 C -1.764 2.978 -2.880
49 C -1.608 3.643 -1.506
50 F -0.933 2.845 -0.640
51 F -2.834 3.865 -0.978
52 F -2.623 1.940 -2.827
53 F -2.311 3.909 -3.679
54 H 0.588 1.342 -4.402
55 H -1.015 0.718 -4.126
56 H -0.948 -1.173 -2.262
57 H -1.076 4.590 -1.606
58 C 6.091 0.934 -3.737
59 C 4.762 1.373 -4.369
60 C 3.784 0.285 -4.812
61 F 4.302 -0.518 -5.756
62 F 2.684 0.886 -5.345
63 F 4.997 2.228 -5.385
64 F 4.093 2.068 -3.400
65 O 7.239 0.891 -4.559
66 C 7.554 -0.211 -5.311
67 C 7.507 0.083 -6.814
68 F 6.300 0.563 -7.171
69 F 7.726 -1.067 -7.486
70 F 6.793 -1.274 -4.986
71 F 8.831 -0.533 -5.025
72 H 6.320 1.718 -3.018
73 H 5.974 0.015 -3.161
74 H 3.470 -0.315 -3.957
75 H 8.276 0.812 -7.076

Charges in e, computed with Löwdin, in the same order as the atoms: atom 1 (C): -0.036, atom 2 (C): -0.251, atom 3 (C): -0.031, atom 4 (C): -0.056, atom 5 (C): -0.044, atom 6 (C): -0.229, atom 7 (C): -0.106, atom 8 (C): -0.212, atom 9 (C): -0.121, atom 10 (N): -0.003, atom 11 (C): -0.386, atom 12 (S): 0.647, atom 13 (C): -0.122, atom 14 (O): -0.283, atom 15 (O): -0.277, atom 16 (C): -0.090, atom 17 (N): 0.122, atom 18 (C): -0.013, atom 19 (H): 0.088, atom 20 (H): 0.075, atom 21 (H): 0.082, atom 22 (H): 0.117, atom 23 (H): 0.107, atom 24 (H): 0.108, atom 25 (H): 0.098, atom 26 (H): 0.132, atom 27 (H): 0.154, atom 28 (H): 0.129, atom 29 (H): 0.122, atom 30 (H): 0.120, atom 31 (H): 0.127, atom 32 (H): 0.072, atom 33 (H): 0.076, atom 34 (H): 0.084, atom 35 (H): 0.134, atom 36 (H): 0.148, atom 37 (H): 0.189, atom 38 (H): 0.170, atom 39 (H): 0.123, atom 40 (C): -0.027, atom 41 (C): -0.434, atom 42 (C): -0.281, atom 43 (F): 0.067, atom 44 (F): 0.091, atom 45 (F): 0.136, atom 46 (F): 0.105, atom 47 (O): 0.064, atom 48 (C): -0.551, atom 49 (C): -0.265, atom 50 (F): 0.072, atom 51 (F): 0.093, atom 52 (F): 0.147, atom 53 (F): 0.165, atom 54 (H): 0.137, atom 55 (H): 0.154, atom 56 (H): 0.179, atom 57 (H): 0.181, atom 58 (C): -0.044, atom 59 (C): -0.439, atom 60 (C): -0.304, atom 61 (F): 0.109, atom 62 (F): 0.082, atom 63 (F): 0.141, atom 64 (F): 0.097, atom 65 (O): 0.054, atom 66 (C): -0.545, atom 67 (C): -0.285, atom 68 (F): 0.101, atom 69 (F): 0.106, atom 70 (F): 0.149, atom 71 (F): 0.151, atom 72 (H): 0.150, atom 73 (H): 0.148, atom 74 (H): 0.156, atom 75 (H): 0.177